1.
# C18H40BrN2

A 3-piece molecular cluster, C18H40BrN2 overall in a non-equilibrium geometry (ωB97M-V/def2-TZVPD, the OMol25 dataset).

Geometry as XYZ:
```
61
Properties=species:S:1:pos:R:3
Br -16.16391 1.39942 6.69811
C -20.47541 1.00599 0.47996
C -19.93794 -0.15957 1.31758
C -18.78187 0.24748 2.22505
C -17.62839 0.89237 1.48489
N -16.46133 1.25891 2.34431
C -15.81292 0.02969 2.89888
C -14.36140 0.38764 3.04747
C -14.05122 1.09806 1.74244
C -15.35828 1.83645 1.44111
C -16.79311 2.22425 3.41395
H -19.73731 1.41928 -0.20368
H -20.71636 1.82433 1.16909
H -21.39218 0.70761 -0.01899
H -19.60172 -0.94205 0.62919
H -20.72984 -0.57456 1.93733
H -18.37890 -0.59790 2.79326
H -19.17052 0.89732 3.01378
H -17.92763 1.79432 0.94706
H -17.25705 0.23570 0.69388
H -16.25718 -0.33315 3.82547
H -15.91911 -0.77900 2.17358
H -14.15584 0.99869 3.93157
H -13.74352 -0.49399 3.23661
H -13.21340 1.78679 1.82440
H -13.80370 0.41722 0.92654
H -15.23866 2.89076 1.69367
H -15.73496 1.85655 0.42214
H -17.11188 3.14810 2.94428
H -15.91772 2.33320 4.04715
H -17.53589 1.73303 4.03176
C -10.66101 -5.40913 7.13381
C -10.69638 -4.00421 7.68285
C -12.03344 -3.29486 7.46669
C -12.07650 -2.00529 8.25206
N -13.22589 -1.08139 7.93641
C -13.26881 0.08672 8.89410
C -12.32933 1.12584 8.32709
C -12.53776 1.00625 6.80888
C -13.06514 -0.42452 6.57585
C -14.54714 -1.80059 8.04438
H -11.29778 -6.08360 7.71054
H -9.64735 -5.81034 7.18944
H -10.95881 -5.50836 6.08897
H -9.93725 -3.36415 7.20872
H -10.39470 -3.92690 8.73146
H -12.81358 -3.96715 7.83789
H -12.21313 -3.11267 6.40598
H -11.19829 -1.41320 7.97222
H -12.09477 -2.12666 9.33337
H -14.30339 0.43251 8.84160
H -13.07763 -0.26346 9.90729
H -12.66435 2.08586 8.71907
H -11.30003 0.97112 8.64717
H -13.21792 1.77320 6.45526
H -11.55201 1.06744 6.34531
H -14.09134 -0.31762 6.24392
H -12.46133 -1.04648 5.92576
H -15.29908 -1.13375 7.61706
H -14.74319 -1.97284 9.09724
H -14.47885 -2.68179 7.41644
```

## Properties
Charge: +1
2S+1: 1
HOMO energy in eV: -10.278
Energy above the lowest of the compared OMol25 structures with the same formula, charge and spin in kcal per mole: 1.0
LUMO level in eV: -2.013

Mulliken population analysis, charges in e, atoms 1 to 4: -0.675, -1.148, -0.664, -0.467



2.
# C18H40Cl8N3O3P

A 6-piece molecular cluster, C18H40Cl8N3O3P overall in a non-equilibrium geometry (ωB97M-V/def2-TZVPD, the OMol25 dataset).

Geometry as XYZ:
```
73
Properties=species:S:1:pos:R:3
Cl -0.19690 -1.60401 -0.59532
C -1.11419 -1.14467 -2.06141
C -1.04625 0.40126 -2.33195
Cl 0.65009 0.85586 -2.64511
H -2.08193 -1.49001 -1.69765
H -0.65515 -1.78864 -2.81154
H -1.28930 0.93613 -1.41383
H -1.57974 0.83584 -3.17730
Cl 0.83557 5.26539 -2.77579
C -0.56660 5.11447 -1.65076
C -0.14522 4.23821 -0.55708
Cl 1.11664 5.05609 0.40706
H -1.52668 4.86418 -2.10210
H -0.74908 6.05204 -1.12563
H 0.08901 3.23894 -0.92409
H -1.03857 4.24354 0.06740
Cl -1.15238 -4.15936 -8.77409
C -0.85827 -2.72777 -7.71905
C -0.86080 -3.11276 -6.25912
Cl -2.31717 -3.88188 -5.72141
H -1.66667 -2.01573 -7.88511
H 0.13111 -2.42155 -8.05885
H -0.81548 -2.35676 -5.47521
H -0.03668 -3.82614 -6.26198
Cl 2.72606 -1.89434 -7.06243
C 2.41871 -0.36710 -6.13356
C 3.24697 -0.11424 -4.81769
Cl 5.02156 0.01749 -5.06718
H 1.36916 -0.39739 -5.84094
H 2.45959 0.47902 -6.81949
H 3.01605 -0.85243 -4.04968
H 2.85162 0.81710 -4.41222
O -1.01597 0.56844 3.43219
P 0.17621 1.33436 3.79102
N -0.20003 2.87646 4.55764
C -1.09601 3.87290 3.89089
C 0.74314 3.54454 5.43819
N 1.21475 1.72460 2.49138
C 2.39694 2.57445 2.82544
C 1.45090 0.80983 1.43144
N 1.25852 0.50638 4.82190
C 2.39106 -0.46215 4.35206
C 0.62830 0.01872 6.02937
H -1.52115 4.63293 4.54642
H -1.92825 3.43589 3.33908
H -0.42244 4.36563 3.18974
H 0.27513 4.01663 6.30201
H 1.23354 4.32116 4.85128
H 1.50218 2.89508 5.87427
H 2.78059 2.70658 3.83709
H 3.14917 2.40332 2.05540
H 2.01644 3.56776 2.58739
H 2.47245 0.91432 1.06591
H 1.27600 -0.20257 1.79551
H 0.75411 0.86925 0.59534
H 3.14826 0.20738 3.94405
H 2.83455 -0.98533 5.19923
H 2.07393 -1.07506 3.50833
H 0.65443 -1.07090 6.04117
H -0.31671 0.51083 6.25933
H 1.32634 0.32078 6.81014
O -2.76217 -6.72969 2.62431
C -3.00197 -5.87864 1.84043
O -4.18248 -5.26664 1.61484
C -4.15243 -4.15112 0.71697
C -2.69684 -4.12785 0.27755
C -1.90676 -5.31204 0.98444
H -4.43847 -3.25662 1.27027
H -4.83508 -4.39216 -0.09789
H -2.24787 -3.18143 0.57892
H -2.59087 -4.26418 -0.79869
H -1.15471 -4.94233 1.68146
H -1.52208 -5.96060 0.19737
```

## Properties
2S+1: 1
HOMO energy in eV: -8.751
Energy above the lowest of the compared OMol25 structures with the same formula, charge and spin in kcal per mole: 0.0
SMILES: CN(C)P(=O)(N(C)C)N(C)C.O=C1CCCO1.ClCCCl.ClCCCl.ClCCCl.ClCCCl
LUMO level in eV: 0.038

Mulliken population analysis, charges in e, atoms 1 to 4: -0.148, -0.344, -0.633, -0.181



3.
# C18H40IO2P

One molecule with the formula C18H40IO2P (ωB97M-V/def2-TZVPD, the OMol25 dataset).

Geometry as XYZ:
```
62
Properties=species:S:1:pos:R:3
C -2.04775 3.84012 -0.90560
C -2.34740 2.97576 -2.12385
C -2.35066 1.47767 -1.81619
C -0.94979 0.89207 -1.56477
C -0.68125 0.61675 -0.08249
P 0.95219 -0.15615 0.23279
C 2.27002 0.38850 -0.89908
C 3.69669 0.04271 -0.40038
C 4.57708 1.24435 -0.06123
C 4.72235 2.25550 -1.19633
O 3.83361 3.37144 -1.09363
C 1.41343 1.12976 1.58342
C 0.52073 0.92472 2.80231
C 1.21384 0.18026 3.92703
I -0.28303 2.78374 3.55414
O 0.62236 -1.51270 -0.82465
C -0.00124 -2.68064 -0.35523
C -1.51123 -2.73729 -0.64790
C -1.76994 -3.63356 -1.86291
C -2.39098 -3.16990 0.54206
C -3.88839 -3.02790 0.19919
C -2.10403 -2.43344 1.85126
H -1.09665 3.56929 -0.44060
H -2.82213 3.72959 -0.14249
H -1.98768 4.89803 -1.16661
H -3.31188 3.26438 -2.54962
H -1.59898 3.17554 -2.89902
H -2.97007 1.30942 -0.92603
H -2.83876 0.93696 -2.62975
H -0.80136 -0.03298 -2.12285
H -0.19964 1.59861 -1.93751
H -1.45144 -0.05621 0.30401
H -0.75395 1.54014 0.49350
H 1.16729 -1.15766 1.22738
H 2.07926 -0.07185 -1.86394
H 2.15449 1.46771 -1.03118
H 4.18805 -0.53111 -1.18977
H 3.65700 -0.62861 0.46251
H 5.56506 0.87684 0.22722
H 4.18866 1.76895 0.81984
H 5.73662 2.65876 -1.23340
H 4.53676 1.76214 -2.15834
H 3.24709 3.23679 -0.33898
H 2.45532 0.99545 1.88557
H 1.32411 2.14056 1.17540
H -0.39212 0.39048 2.52944
H 2.10564 0.71684 4.25427
H 0.56250 0.03017 4.78725
H 1.52789 -0.80155 3.55645
H 0.49281 -3.52292 -0.85089
H 0.20651 -2.79735 0.72071
H -1.82160 -1.71999 -0.92122
H -2.74978 -3.47067 -2.31175
H -1.70480 -4.68932 -1.58324
H -1.02200 -3.44940 -2.63742
H -2.17481 -4.23313 0.71291
H -4.43225 -3.96670 0.31749
H -4.04388 -2.70005 -0.82986
H -4.37035 -2.29252 0.84572
H -2.78478 -2.78427 2.62915
H -2.27419 -1.35690 1.73505
H -1.08854 -2.57524 2.22264
```

## Properties
2S+1: 1
HOMO energy in eV: -8.878
SMILES: CCCCC[PH](CCCCO)(C[C@@H](C)I)OC[C@@H](C)C(C)C
LUMO level in eV: 0.613

Mulliken population analysis, charges in e, atoms 1 to 4: -0.980, -0.698, -0.816, -0.891



4.
# C18H40IrN5P3S

C18H40IrN5P3S as an isolated structure in a non-equilibrium geometry (ωB97M-V/def2-TZVPD, the OMol25 dataset).

Geometry as XYZ:
```
68
Properties=species:S:1:pos:R:3
Ir -0.24865 0.07342 0.81751
P 0.19689 -1.95136 1.79321
P 1.72061 -0.20242 -0.48224
P -2.45783 -0.07244 1.71510
H -1.54863 -0.31503 -0.75915
C -1.72165 0.78365 -0.84715
C -0.79652 1.70897 -0.15585
H -1.33230 2.41419 0.48553
C -0.42797 -3.41592 0.88305
C 1.91993 -2.42957 2.20793
C -0.50152 -2.08257 3.47705
C 2.04890 0.93946 -1.87045
C 3.23389 0.01914 0.56715
C 1.91850 -1.86284 -1.26360
C -3.43077 1.13910 0.81407
C -2.65635 0.27235 3.47944
C -3.32295 -1.63121 1.30654
H -1.68918 0.98752 -1.92967
H -0.04649 2.16603 -0.79631
H 0.04535 -4.31219 1.30498
H -0.17404 -3.34388 -0.18092
H -1.51341 -3.50200 0.99412
H 1.86702 -3.27982 2.90566
H 2.42964 -1.60119 2.71397
H 2.50252 -2.73354 1.33162
H -0.00467 -2.91353 3.99294
H -1.57844 -2.27392 3.47328
H -0.28361 -1.15007 4.01484
H 3.09529 0.80347 -2.18568
H 1.91543 1.97706 -1.54466
H 1.39649 0.76354 -2.73573
H 3.79302 -0.91944 0.68154
H 2.95788 0.37503 1.56727
H 3.89095 0.77473 0.11425
H 2.74726 -1.82386 -1.98603
H 0.99508 -2.10878 -1.80304
H 2.11951 -2.65267 -0.53068
H -4.50956 0.93550 0.89079
H -2.96091 1.06136 -0.30143
H -3.20839 2.12733 1.24540
H -2.99810 -0.62538 3.99907
H -3.39637 1.06878 3.60227
H -1.70650 0.60214 3.90935
H -4.38702 -1.39954 1.17492
H -3.20501 -2.35294 2.11855
H -2.94472 -2.06564 0.37595
C -0.24782 1.93978 -5.32410
C -0.73947 0.72781 -4.80100
C -0.24226 -0.48386 -5.28495
C 0.69241 -0.49845 -6.33044
C 1.11693 0.70858 -6.90873
C 0.65227 1.92889 -6.41542
S -0.75421 3.45822 -4.60121
H 0.32401 3.67516 -3.88884
H -1.50288 0.76154 -4.02359
H -0.60219 -1.41725 -4.85317
H 1.06843 -1.45134 -6.70928
H 1.81881 0.69111 -7.74856
H 0.98112 2.87594 -6.85954
N 1.42993 1.95478 5.60524
N 0.96457 2.01512 4.30249
N 1.45372 2.97751 3.48140
C 1.11276 2.50281 2.28175
N 0.53785 1.27621 2.35077
N 0.47927 0.93532 3.66420
H 0.75324 1.48771 6.20053
H 1.65331 2.89751 5.90565
H 1.30757 3.06589 1.37202
```

## Properties
Charge: +4
2S+1: 6
HOMO energy (alpha / beta) in eV: -18.995 / -20.293
⟨S²⟩: 8.787
Energy above the lowest of the compared OMol25 structures with the same formula, charge and spin in kcal per mole: 56.8
LUMO level (alpha / beta) in eV: -10.951 / -15.660

Mulliken population analysis, charges in e, atoms 1 to 4: 1.006, 0.408, 1.203, 0.565



5.
# C18H40MnP2Si

C18H40MnP2Si as an isolated structure in a non-equilibrium geometry (ωB97M-V/def2-TZVPD, the OMol25 dataset).

Geometry as XYZ:
```
62
Properties=species:S:1:pos:R:3
P 0.31587 -1.27346 -2.54741
P 0.99041 -1.86871 1.66626
C 1.06975 -2.65325 -1.45224
C 0.73231 -2.96093 0.09263
H 2.14475 -2.70906 -1.66397
H 0.58628 -3.51437 -1.94663
H -0.22091 -3.49354 0.19152
H 1.47176 -3.69737 0.37475
C 2.74754 -2.15032 2.06581
H 3.11457 -1.47132 2.84394
H 3.35207 -2.01336 1.15673
H 2.85747 -3.18320 2.43211
C 0.11236 -2.95723 2.85717
H 0.74625 -3.83458 3.05077
H -0.83126 -3.28181 2.40048
H -0.08531 -2.46243 3.81650
C 1.47404 -0.83391 -3.91657
H 1.11118 0.10739 -4.37882
H 1.43216 -1.66548 -4.66068
H 2.48988 -0.71722 -3.49733
C -1.07611 -2.08250 -3.37197
H -1.61161 -2.67511 -2.62557
H -0.66815 -2.73471 -4.16463
H -1.71951 -1.32190 -3.81804
Mn 0.70164 -0.96125 -0.38125
C 1.77041 -5.72624 -0.51944
C 2.95557 -5.08393 -0.38133
C 4.12465 -5.33006 -1.28484
C 3.78389 -5.34222 -2.80157
C 2.62733 -4.48312 -3.21965
C 1.36117 -4.95379 -3.35091
C 0.91800 -6.32856 -2.89754
C 1.51912 -6.79507 -1.53899
C -0.35742 0.62799 -1.09114
H 0.96822 -5.63452 0.23194
H 3.20665 -4.56924 0.55480
H 4.60271 -6.28958 -1.03250
H 4.88529 -4.55635 -1.09426
H 4.66241 -4.97748 -3.35042
H 3.64202 -6.37840 -3.14005
H 2.90477 -3.48090 -3.58973
H 0.63651 -4.42137 -3.98331
H 1.18243 -7.06424 -3.66957
H -0.18430 -6.35257 -2.82425
H 0.80214 -7.49555 -1.08534
H 2.42540 -7.38519 -1.72606
H -1.28664 0.72978 -0.52132
H -0.56753 0.73875 -2.17736
H 0.33044 1.41688 -0.76958
C -1.66262 -0.08881 2.52920
Si 0.06507 0.37604 1.97958
C -0.17586 2.24005 1.53186
C 1.39750 0.57300 3.29757
H -2.38602 0.17947 1.74396
H -1.86878 0.51605 3.42530
H -1.80560 -1.14885 2.77026
H -0.27158 2.78042 2.49132
H 0.67816 2.65320 0.97801
H -1.07798 2.42092 0.93234
H 1.11931 1.48041 3.85037
H 1.47731 -0.27494 3.98794
H 2.37463 0.73638 2.82171
```

## Properties
Charge: +2
2S+1: 4
HOMO energy (alpha / beta) in eV: -14.087 / -14.140
⟨S²⟩: 3.980
Energy above the lowest of the compared OMol25 structures with the same formula, charge and spin in kcal per mole: 43.2
LUMO level (alpha / beta) in eV: -6.972 / -7.240

Mulliken population analysis, charges in e, atoms 1 to 4: 0.653, 0.691, -0.753, 0.018



6.
# C18H40NO7

A 4-piece molecular cluster, C18H40NO7 overall (ωB97M-V/def2-TZVPD, the OMol25 dataset).

Geometry as XYZ:
```
66
Properties=species:S:1:pos:R:3
C 6.49007 1.35375 -2.98639
C 5.32069 1.87832 -2.15517
C 4.41262 2.75216 -3.00425
O 3.15182 3.04275 -2.36652
C 2.06559 2.30201 -2.72659
N 1.90004 1.07284 -1.83126
C 1.83742 -0.29166 -2.46896
C 3.00707 -0.67891 -3.34793
H 6.24748 0.41093 -3.48261
H 7.38742 1.19366 -2.38901
H 6.76620 2.06638 -3.76986
H 5.67875 2.45729 -1.30135
H 4.74110 1.04962 -1.73586
H 4.86732 3.72662 -3.18035
H 4.21281 2.29266 -3.98104
H 2.10943 1.92269 -3.75233
H 1.16663 2.89900 -2.57678
H 1.05098 1.13912 -1.25542
H 2.64244 1.08438 -1.12628
H 0.88945 -0.32872 -3.00748
H 1.74735 -0.94949 -1.60618
H 2.76753 -1.62384 -3.83458
H 3.21180 0.04906 -4.13562
H 3.91616 -0.82481 -2.76172
O 1.15310 0.01870 0.34674
C 0.43451 -0.68079 1.04708
O -0.86236 -0.62551 0.81967
C -1.85082 -1.44680 1.51667
C -2.23911 -0.83158 2.83704
C 0.99420 -1.52468 2.15267
H -1.47582 -2.46472 1.61075
H -2.69254 -1.46873 0.83360
H -1.40596 -0.80561 3.54049
H -3.03764 -1.43372 3.26902
H -2.60519 0.18418 2.68593
H 1.00642 -0.91205 3.05669
H 2.01988 -1.78402 1.90861
H 0.40761 -2.41358 2.36166
O -4.46501 -3.10126 1.30296
C -4.55826 -4.03819 2.05270
O -3.76960 -4.04785 3.15079
C -3.87660 -5.05350 4.17782
C -3.10351 -6.30706 3.83568
C -5.47432 -5.20042 1.77388
H -4.92459 -5.26448 4.38805
H -3.45994 -4.56717 5.05780
H -3.51315 -6.80909 2.95999
H -3.14734 -7.00375 4.67368
H -2.05716 -6.06829 3.64555
H -4.91451 -5.93588 1.19280
H -6.28983 -4.83587 1.15659
H -5.86172 -5.69649 2.65807
O -2.69120 2.91816 1.45140
C -1.94150 3.44902 0.68013
O -1.61181 4.73994 0.87438
C -0.67209 5.44351 0.04936
C -1.30334 5.96582 -1.22290
C -1.39924 2.70001 -0.51881
H 0.19990 4.81861 -0.15364
H -0.33844 6.26528 0.67968
H -1.64068 5.15674 -1.87122
H -0.57964 6.56747 -1.77467
H -2.15996 6.59524 -0.98508
H -2.08483 2.83907 -1.35613
H -1.39138 1.64551 -0.25079
H -0.40468 3.01799 -0.83107
```

## Properties
Charge: +1
2S+1: 1
HOMO energy in eV: -12.299
Energy above the lowest of the compared OMol25 structures with the same formula, charge and spin in kcal per mole: 0.0
LUMO level in eV: -2.051

Mulliken population analysis, charges in e, atoms 1 to 4: -1.262, 0.111, -0.536, -0.363



Look up the 2S+1 of the fifth one. 4



Which value of 2S+1 does entry 3 give? 1